Below is a structure of composition C15H17Cl2F4N5Ru, with properties calculated with the ωB97M-V functional and the def2-TZVPD basis.

ORCA input file:
```
! wB97M-V def2-TZVPD RIJCOSX def2/J DEFGRID3
* xyz 1 6
Ru 0.04 -0.61 -0.59
C -2.72 -0.80 0.95
C -1.54 -1.42 1.78
N -0.32 -0.60 1.52
C 1.24 -2.17 2.77
C 2.61 -1.92 3.31
C -0.38 0.83 2.12
C 0.07 1.76 1.08
N -0.27 1.25 -0.24
C -0.73 2.07 -1.25
C -1.84 1.75 -2.03
F -2.69 0.81 -1.54
C -2.24 2.61 -3.04
F -3.47 2.63 -3.54
C -1.45 3.71 -3.44
C -0.29 3.99 -2.77
F 0.40 5.13 -2.97
C 0.08 3.15 -1.72
F 1.32 3.29 -1.19
H -3.73 -1.08 1.27
H -2.64 -1.13 -0.11
H -2.72 0.27 0.94
H -1.34 -2.47 1.48
H -1.92 -1.38 2.81
H 1.29 -3.12 2.29
H 0.45 -2.11 3.47
H 3.25 -2.37 2.55
H 2.77 -2.37 4.31
H 2.88 -0.88 3.32
H 0.18 0.88 3.06
H -1.40 1.10 2.32
H 1.18 1.98 1.08
H -0.48 2.72 1.20
H -1.75 4.34 -4.27
Cl -0.17 -3.27 -2.02
C 0.82 -2.34 -3.13
Cl 0.29 -0.50 -2.92
H 0.56 -2.69 -4.19
H 1.92 -2.39 -2.92
N 1.10 -1.13 1.71
C 1.63 -1.19 0.46
N 2.89 -1.42 0.32
C 3.34 -2.07 -0.71
N 3.77 -2.83 -1.52
*
```

Lowest unoccupied orbital energy (alpha / beta) ... -3.2 / -6.9 eV
Energy relative to the best compared isomer or geometry (same formula, charge and spin) ... 58.71 kcal per mole
F_max ... 0.085 hartree/bohr
Electronic energy ... -2269.71890 hartree

***

Below is a structure of composition C15H17Cl3CoN2OSi, with properties calculated with the ωB97M-V functional and the def2-TZVPD basis.

ORCA input file:
```
! wB97M-V def2-TZVPD RIJCOSX def2/J DEFGRID3
* xyz 0 4
Co -0.15 -0.65 -1.27
C 3.11 -0.86 -3.12
C 3.06 -0.99 -1.63
C 4.19 -1.01 -0.84
C 4.03 -1.10 0.55
C 2.79 -1.15 1.13
C 1.66 -1.12 0.28
N 1.84 -1.07 -1.07
N 0.34 -1.11 0.59
Si -0.39 -1.04 2.16
C -2.22 -0.90 1.87
C -0.03 -2.59 3.12
C 0.18 0.46 3.11
H 4.13 -0.88 -3.48
H 2.64 0.08 -3.43
H 2.56 -1.68 -3.59
H 5.17 -0.95 -1.29
H 4.91 -1.12 1.19
H 2.66 -1.20 2.20
H -2.60 -1.74 1.29
H -2.46 0.02 1.33
H -2.76 -0.88 2.82
H -0.37 -3.46 2.56
H -0.53 -2.59 4.09
H 1.04 -2.72 3.31
H -0.06 1.36 2.53
H 1.25 0.45 3.30
H -0.33 0.53 4.07
Cl -5.69 3.59 -2.01
C -4.10 2.88 -1.90
C -3.96 1.51 -1.90
C -2.68 1.00 -1.81
Cl -2.46 -0.75 -1.82
C -1.50 1.76 -1.73
O -0.31 1.24 -1.64
C -1.72 3.15 -1.73
Cl -0.35 4.20 -1.63
C -2.99 3.70 -1.82
H -4.82 0.86 -1.97
H -3.10 4.78 -1.82
*
```

Lowest unoccupied orbital energy (alpha / beta) ... 0.2 / 0.0 eV
F_max ... 0.011 hartree/bohr
Electronic energy ... -3819.47744 hartree